1.
44
Properties=species:S:1:pos:R:3 method="wB97M-V/def2-TZVPD" e_tot_ha=-1542.75452 s2=1.766 charge=+2 spin_multiplicity=2 homo_ev="-15.95 / -15.95" orbital_gap_ev="3.007 / 7.007"
Tl -1.2763 0.2457 0.8233
O -0.5042 2.9168 1.3201
H 0.1389 3.4042 1.8709
O -6.2596 1.7036 0.5259
C -5.0068 2.1461 0.5263
O -4.8020 3.3732 0.5546
O -4.0142 1.3912 0.4162
H -6.8057 2.4775 0.3695
C 2.2475 2.6459 2.8912
O 2.6059 1.4880 3.6662
C 1.8379 0.3476 3.5769
O 1.0879 0.1261 2.6393
O 2.1302 -0.6153 4.5509
C 1.5964 -2.0096 4.4632
H 2.7241 3.5907 3.1527
H 1.1780 2.8313 2.9906
H 2.5229 2.4922 1.8479
H 0.5085 -1.9599 4.5089
H 1.7999 -2.4222 5.4514
H 2.0003 -2.6280 3.6616
C -0.4205 -1.0066 -3.7695
O -1.7002 -1.5954 -3.6993
C -2.4318 -1.6791 -2.6147
O -2.1231 -1.1835 -1.5408
O -3.6387 -2.0874 -2.9446
C -4.7418 -1.9151 -2.0133
H -0.4569 0.0731 -3.6250
H -0.1068 -1.0078 -4.8134
H 0.3265 -1.4667 -3.1226
H -5.5533 -2.0606 -2.7264
H -4.8098 -0.9283 -1.5554
H -4.8837 -2.7083 -1.2793
C 3.4055 0.0606 -3.3925
O 2.4078 0.5492 -2.4707
C 2.2233 0.1342 -1.2113
O 1.2137 0.3328 -0.5382
O 3.4179 -0.4464 -0.7028
C 3.4583 -0.9625 0.6229
H 3.4693 0.7955 -4.1950
H 2.8462 -0.6253 -4.0288
H 4.1979 -0.6276 -3.0983
H 3.2340 -0.0495 1.1745
H 4.3388 -1.4970 0.9793
H 2.6178 -1.6434 0.7575

***

2.
32
Properties=species:S:1:pos:R:3 method="wB97M-V/def2-TZVPD" e_tot_ha=-1075.58042 homo_ev=-8.26 orbital_gap_ev=8.401 relative_energy_kj_mol=166.4
C -0.6432 0.5358 0.8649
C 0.7471 -1.1914 -0.2153
C -2.1742 0.8989 2.6724
C -2.7258 1.9070 0.3944
C -0.9614 2.9826 1.8758
C 1.2942 -2.7010 -2.2414
C 2.9889 -2.0385 -0.4676
C 2.0636 -0.2866 -2.1519
C -1.5989 1.6404 1.4374
C 1.8070 -1.5247 -1.2551
P 1.0254 0.5315 1.3210
P -0.9554 -0.5038 -0.5730
H 0.7337 -1.9408 0.5914
H -1.4319 0.6161 3.3307
H -2.8564 1.5907 3.2647
H -2.6365 -0.0772 2.1838
H -3.1253 0.9867 0.0676
H -2.4244 2.5610 -0.4796
H -3.5190 2.5761 0.8329
H -0.2783 2.8355 2.7165
H -1.9001 3.5308 2.3621
H -0.4979 3.3899 1.0610
H 0.2878 -2.4365 -2.4689
H 1.2774 -3.6981 -1.6502
H 1.7666 -2.8131 -3.2630
H 3.4344 -1.4154 0.2597
H 2.6041 -2.9360 -0.0053
H 3.7548 -2.2020 -1.2161
H 1.6399 -0.5832 -3.0208
H 3.1651 -0.1551 -2.4074
H 1.5780 0.6047 -1.8734
H -1.6785 -1.4336 0.1454

***

3.
31
Properties=species:S:1:pos:R:3 method="wB97M-V/def2-TZVPD" e_tot_ha=-682.23906 homo_ev="-7.49 / -7.50" orbital_gap_ev="7.168 / 7.169" smiles="C=[Si](C)CCCC.CC1=CC1" relative_energy_kj_mol=602.0
C -1.5252 0.2170 1.5692
Si -1.5622 0.2583 -0.2726
C -2.8059 1.1836 -1.3226
C 0.1592 0.3509 -0.9814
C 0.5089 1.7792 -1.3010
C 2.1194 1.9847 -1.4554
C 2.4091 3.4680 -1.6938
H -0.7832 0.6220 2.1251
H -2.6036 0.5470 1.9564
H -3.1041 2.1303 -0.6951
H -2.4019 1.6367 -2.2370
H -3.7112 0.4908 -1.5319
H 0.8317 -0.0709 -0.2064
H 0.3353 -0.3166 -1.9527
H 0.2833 2.3801 -0.4459
H 0.1400 1.9844 -2.2792
H 2.5123 1.6286 -0.5658
H 2.3899 1.5262 -2.4220
H 3.4806 3.6364 -1.7860
H 2.0523 3.7176 -2.8627
H 1.9356 4.1086 -0.9003
C 0.8396 -3.6294 0.8536
C -0.2745 -3.2845 1.7444
C -1.2545 -2.5182 2.1689
C -0.5730 -3.5662 3.1647
H 1.7704 -3.5330 1.3795
H 0.7546 -2.8709 0.1178
H 0.6581 -4.5837 0.4607
H -1.5455 -1.5893 2.0377
H -1.1098 -4.5469 3.3697
H 0.0739 -3.1409 3.9642

***

4.
38
Properties=species:S:1:pos:R:3 method="wB97M-V/def2-TZVPD" e_tot_ha=-1161.37008 charge=-1 homo_ev=-4.43 orbital_gap_ev=7.511
C -1.8047 1.4745 0.0869
C -1.8370 0.9721 -1.3611
O -1.9483 2.0115 -2.3271
C -0.8448 2.8774 -2.3821
C 0.4095 2.2933 -2.9826
O 1.0613 1.4092 -2.0949
C 1.4058 0.1684 -2.6869
C 1.8572 -0.8223 -1.6383
O 0.7487 -1.4670 -1.0985
C 1.0763 -2.7089 -0.4061
Al 1.1484 -2.3946 1.6151
C -0.5391 -1.3626 2.1201
C -0.9032 -1.2097 3.6030
C -0.0782 -0.2268 4.3926
F -0.1025 -0.5260 5.7399
F -0.5809 1.0510 4.2958
F 1.2268 -0.1532 4.0389
H -0.8320 1.2699 0.5285
H -1.9436 2.5510 0.1286
H -2.5493 0.9800 0.6990
H -0.9755 0.3360 -1.5439
H -2.7197 0.3539 -1.5035
H -1.1433 3.7104 -3.0189
H -0.5987 3.2994 -1.4052
H 0.1832 1.7972 -3.9266
H 1.0832 3.1298 -3.1997
H 0.5296 -0.2630 -3.1767
H 2.1965 0.3213 -3.4273
H 2.4328 -0.2929 -0.8725
H 2.5339 -1.5304 -2.1289
H 2.0690 -3.0376 -0.7303
H 0.3740 -3.4732 -0.7447
H 2.4647 -1.4664 1.8688
H 1.3029 -3.7746 2.4550
H -1.3741 -1.9005 1.6626
H -0.5093 -0.3941 1.6209
H -0.8949 -2.1717 4.1068
H -1.9249 -0.8311 3.6931

***

5.
41
Properties=species:S:1:pos:R:3 method="wB97M-V/def2-TZVPD" e_tot_ha=-1891.63186 charge=-1 homo_ev=-5.04 orbital_gap_ev=7.496
C 2.0372 5.1091 -0.1082
C 1.1471 4.7001 -1.2912
C 0.7512 3.2172 -1.2891
N -0.4155 2.9647 -2.1214
In -2.0467 2.1088 -1.1598
Cl -3.7620 1.4611 -2.7366
C -1.6063 0.4155 0.2063
O -1.1779 -0.8212 -0.4337
C 0.0803 -1.0313 -0.8194
C 1.1720 -0.3144 -0.0667
O 0.3069 -1.8609 -1.6696
P -3.0285 3.9737 0.3198
O -2.3290 5.3067 0.2737
H 1.6099 5.9497 0.4399
H 3.0446 5.3964 -0.4175
H 2.1464 4.2856 0.6058
H 1.6656 4.9148 -2.2312
H 0.2136 5.2644 -1.2933
H 1.6107 2.6074 -1.6057
H 0.5667 2.9492 -0.2342
H -0.1645 2.4691 -2.9666
H -2.5351 0.1430 0.7078
H -0.8997 0.6940 0.9936
H 2.1267 -0.6216 -0.4855
H 1.0773 0.7669 -0.1477
H 1.1227 -0.5844 0.9902
H -3.1206 3.4697 1.6533
H -4.4335 4.0690 0.1162
C -0.2800 -6.5909 0.5272
C -0.0984 -5.3163 1.3054
C 0.4574 -4.1411 0.5259
O 1.1710 -3.4204 1.5441
C 1.5283 -4.2918 2.5098
O 2.2809 -4.0535 3.4010
O 0.9084 -5.4812 2.3256
H 0.6729 -6.9159 0.1086
H -0.6699 -7.3839 1.1638
H -0.9841 -6.4222 -0.2885
H -1.0243 -5.0285 1.8121
H -0.2917 -3.4993 0.0746
H 1.1698 -4.4574 -0.2391

***

6.
39
Properties=species:S:1:pos:R:3 method="wB97M-V/def2-TZVPD" e_tot_ha=-1265.78489 homo_ev=-10.52 orbital_gap_ev=10.666 smiles="CCCCCCCCCN(C(=O)OF)P(=O)(O)O"
C -1.5542 2.3967 -2.6321
C -2.3579 1.1190 -2.9542
C -2.8282 0.3378 -1.7155
C -2.7622 -1.1966 -1.8523
C -2.0122 -1.9103 -0.7234
C -0.4838 -1.8679 -0.8498
C 0.1599 -0.6137 -0.2431
C 1.6835 -0.7532 -0.0795
C 2.1508 -1.0474 1.3566
N 2.5487 0.1964 2.0833
C 3.8804 0.0759 2.5723
O 4.3511 -0.7896 3.2359
O 4.7585 1.0145 2.0685
F 4.0604 2.1866 1.6674
P 1.4923 0.6124 3.3451
O 1.2199 -0.4353 4.3293
O 0.1837 1.1592 2.6180
O 2.1743 1.9258 3.9169
H -1.9514 3.2679 -3.1509
H -0.5087 2.2824 -2.9171
H -1.5759 2.6176 -1.5644
H -3.2183 1.3903 -3.5669
H -1.7443 0.4747 -3.5862
H -2.2726 0.6762 -0.8411
H -3.8702 0.6026 -1.5230
H -3.7766 -1.5964 -1.9043
H -2.2919 -1.4733 -2.7993
H -2.3465 -2.9499 -0.6931
H -2.3169 -1.4796 0.2362
H -0.2072 -1.9445 -1.9028
H -0.0808 -2.7360 -0.3200
H -0.0552 0.2423 -0.8803
H -0.2860 -0.4694 0.7390
H 2.0893 -1.5035 -0.7579
H 2.1469 0.1966 -0.3546
H 1.3743 -1.5889 1.9000
H 3.0075 -1.7157 1.3130
H -0.5443 0.5753 2.8765
H 1.7638 2.7213 3.5539